# 1
The following is a DFT calculation (the ωB97M-V functional and the def2-TZVPD basis) of C2H5NO as an isolated structure.

The value obtained for the HOMO-LUMO gap is 9.4 eV. The value obtained for the total energy is -5689.7077 eV. The relative energy (zero: lowest compared OMol25 entry of this formula, charge and spin) is 339.80 kJ/mol. Its max |F| is 7.20 eV/A. Its HOMO energy is -9.134 eV.

Atoms and positions in Å:
C  0.97  -0.72  -0.10
H  2.03  -0.50  -0.17
H  -1.60  -0.14  0.99
H  -1.92  0.91  -0.25
O  0.57  1.54  0.44
H  0.53  -0.10  -1.28
H  0.61  -1.66  0.30
N  -1.29  0.20  0.09
C  0.10  0.47  -0.02

***

# 2
The following is a DFT calculation (the ωB97M-V functional and the def2-TZVPD basis) of the molecule C2H5NO.

The value obtained for the HOMO-LUMO gap is 10.6 eV. The value obtained for the total energy is -5692.3401 eV. The relative energy (zero: lowest compared OMol25 entry of this formula, charge and spin) is 85.82 kJ/mol. Its max |F| is 2.39 eV/A. Its HOMO energy is -9.954 eV.

Atoms and positions in Å:
H  1.05  1.55  0.11
H  0.05  -1.49  -0.87
H  -2.09  0.92  0.22
H  0.71  -1.41  0.83
C  0.61  -0.86  -0.11
O  0.08  1.51  0.16
N  -1.62  0.02  0.05
C  -0.36  0.25  0.08
H  1.58  -0.50  -0.47

***

# 3
The following is a DFT calculation (the ωB97M-V functional and the def2-TZVPD basis) of the molecule C2H5NO.

The value obtained for the HOMO-LUMO gap is 10.4 eV. The value obtained for the total energy is -5691.2325 eV. The relative energy (zero: lowest compared OMol25 entry of this formula, charge and spin) is 192.69 kJ/mol. Its max |F| is 4.29 eV/A. Its HOMO energy is -9.495 eV.

Atoms and positions in Å:
H  1.38  0.52  -0.56
H  -0.91  -0.47  -1.56
C  -0.03  -0.44  0.63
H  0.35  0.16  -2.43
H  0.19  1.57  -0.26
H  -0.36  -1.46  0.15
N  -0.28  0.28  -1.60
O  -0.07  -0.33  1.80
C  0.34  0.51  -0.38